Entry 1:
The following is a DFT calculation (ωB97M-V/def2-TZVPD) of C24H29BN9O2RuS3 as an isolated structure.

## Properties
**M**: 683.64 g mol⁻¹
**Charge**: 0
**Expectation value of S²**: 0.764
**Multiplicity**: 2
**ΔE to the lowest compared entry with this formula, charge and spin**: 46.6 kcal/mol
**Maximum force**: 1.7 eV/A
**Kohn-Sham gap (alpha / beta)**: 5.88 / 6.06 eV

Geometry (Å):
Ru1 0.28 -1.06 1.49
S1 1.31 0.98 1.27
S2 -1.85 -1.40 0.79
S3 1.53 -2.26 0.04
O1 1.33 0.15 -3.86
O2 1.01 0.00 -1.64
N1 0.69 -2.56 -2.49
N2 -0.31 2.45 -1.70
N3 -2.51 0.27 -1.23
N4 -0.42 1.20 3.38
N5 -0.13 -2.69 2.71
N6 0.59 3.10 2.73
N7 -0.45 -0.15 3.19
N8 -1.55 -1.54 -1.97
N9 2.78 -1.94 -2.31
C1 -1.91 -0.88 -0.87
C2 -0.80 4.47 -2.91
C3 1.37 -2.98 -3.62
C4 -0.32 -4.99 3.26
C5 -0.92 -4.66 4.47
C6 -1.12 -3.33 4.78
C7 -0.87 -0.92 4.14
C8 0.45 2.74 -3.95
C9 1.25 4.51 0.78
C10 0.41 1.78 2.55
C11 -0.86 3.66 -1.78
C12 -0.72 -2.35 3.88
C13 1.56 -1.86 -1.71
C14 -1.91 -0.78 -3.05
C15 -3.01 1.29 -0.33
C16 -0.12 3.99 -4.02
C17 2.66 -2.61 -3.52
C18 0.95 0.59 -2.77
C19 3.98 -1.35 -1.77
C20 0.34 1.99 -2.78
C21 -2.51 0.35 -2.60
C22 1.64 3.91 2.12
C23 0.05 -3.98 2.40
C24 -1.40 -0.42 5.45
B1 -0.77 -2.91 -2.13
H1 0.35 5.12 0.88
H2 4.34 -1.89 -0.90
H3 -1.34 0.66 5.48
H4 -2.44 -0.73 5.58
H5 0.98 2.30 -4.78
H6 3.79 -0.31 -1.48
H7 0.07 3.50 3.49
H8 -1.37 4.01 -0.89
H9 -1.25 -3.47 -3.08
H10 1.90 4.69 2.84
H11 0.85 -3.49 -4.41
H12 -1.59 -3.04 5.71
H13 -0.05 4.59 -4.92
H14 0.48 -4.17 1.43
H15 3.48 -2.69 -4.21
H16 -2.92 1.20 -3.12
H17 2.53 3.28 2.00
H18 4.75 -1.35 -2.54
H19 2.06 5.15 0.41
H20 -3.98 1.00 0.07
H21 -0.82 -0.84 6.28
H22 -3.10 2.22 -0.88
H23 -1.68 -1.10 -4.05
H24 -1.23 -5.44 5.16
H25 -0.88 -3.53 -1.10
H26 -1.27 5.44 -2.90
H27 -0.16 -6.02 2.97
H28 1.07 3.73 0.05
H29 -2.31 1.42 0.49

Atomic partial charges in e from the Mulliken method, atoms 1 to 6: number 1, Ru, carries -0.12; number 2, S, carries -0.24; number 3, S, carries -0.34; number 4, S, carries -0.57; number 5, O, carries -0.70; number 6, O, carries 0.09

Entry 2:
The following is a DFT calculation (ωB97M-V/def2-TZVPD) of one molecule with the formula C5H14N.

## Properties
**M**: 88.17 g mol⁻¹
**Charge**: 0
**Expectation value of S²**: 0.751
**Multiplicity**: 2
**ΔE to the lowest compared entry with this formula, charge and spin**: 63.0 kcal/mol
**Maximum force**: 5.4 eV/A
**Kohn-Sham gap (alpha / beta)**: 4.62 / 11.57 eV

Geometry (Å):
N1 -1.07 -0.24 1.72
C1 1.14 -1.24 -0.89
C2 1.58 1.19 0.00
C3 0.71 0.23 -0.85
C4 -1.62 -0.28 0.33
C5 -0.73 0.41 -0.71
H1 1.03 2.02 0.34
H2 -1.90 -0.32 2.41
H3 -1.24 -0.06 -1.63
H4 0.76 -1.92 -1.58
H5 -0.52 0.64 1.93
H6 2.46 1.57 -0.70
H7 -0.92 1.53 -0.74
H8 2.35 -1.10 -0.82
H9 -0.44 -0.96 2.02
H10 0.87 -1.69 0.04
H11 -1.95 -1.36 0.24
H12 -2.51 0.32 0.19
H13 2.03 0.63 0.82
H14 1.00 0.54 -1.84

Atomic partial charges in e from the Mulliken method, atoms 1 to 6: number 1, N, carries -1.98; number 2, C, carries -1.52; number 3, C, carries -1.73; number 4, C, carries 0.69; number 5, C, carries -1.44; number 6, C, carries -0.58

Entry 3:
The following is a DFT calculation (ωB97M-V/def2-TZVPD) of C61H51N2O9P2Ti as an isolated structure.

## Properties
**M**: 1065.90 g mol⁻¹
**Charge**: -1
**Expectation value of S²**: 2.056
**Multiplicity**: 3
**Maximum force**: 2.3 eV/A
**Kohn-Sham gap (alpha / beta)**: 3.99 / 7.45 eV

Geometry (Å):
Ti1 -0.39 -0.63 -0.65
P1 1.23 0.60 1.06
P2 0.91 1.21 -2.05
O1 -1.35 -0.47 -2.17
O2 -3.15 1.76 1.14
O3 1.50 -6.30 0.01
O4 2.67 -0.33 -0.77
O5 -1.40 -1.16 2.14
O6 -1.14 -2.20 -0.22
O7 -1.50 0.57 0.27
O8 3.48 -7.24 -0.01
O9 0.99 -1.65 -1.32
N1 2.15 2.91 -0.34
N2 2.73 -6.24 -0.15
C1 2.66 -2.85 2.66
C2 -4.79 -1.54 2.62
C3 -3.63 1.52 5.34
C4 0.84 -0.12 -5.90
C5 2.51 -3.90 -0.72
C6 2.77 5.13 -1.14
C7 2.23 -1.48 -1.03
C8 4.11 -1.11 3.47
C9 1.93 -1.90 1.97
C10 1.68 4.90 0.98
C11 -6.04 -2.54 0.83
C12 5.28 -3.68 -0.86
C13 -2.65 -5.09 -2.74
C14 -1.37 2.83 -2.06
C15 -2.16 -5.43 -1.48
C16 -2.02 -2.76 -2.38
C17 0.25 3.41 -3.72
C18 0.42 1.11 3.78
C19 -0.37 2.59 2.07
C20 -1.91 -1.43 -2.85
C21 1.45 0.54 -3.66
C22 -5.89 -2.25 2.17
C23 2.76 6.51 -0.99
C24 2.21 4.29 -0.17
C25 2.36 2.33 -1.64
C26 -1.03 3.35 3.02
C27 -2.41 0.80 1.14
C28 -2.22 -0.73 4.63
C29 -1.63 -4.45 -0.65
C30 2.11 -0.64 -6.10
C31 2.72 0.00 -3.86
C32 -3.99 -1.38 0.38
C33 -2.48 -1.03 -4.19
C34 3.31 -5.02 -0.50
C35 -1.73 4.73 -3.47
C36 0.52 0.46 -4.69
C37 -2.58 -3.79 -3.18
C38 3.76 -2.45 3.42
C39 4.50 -2.55 -1.01
C40 3.05 -0.58 -5.08
C41 2.20 7.09 0.13
C42 3.38 -0.17 2.78
C43 0.37 1.47 2.44
C44 -0.94 3.00 4.36
C45 -0.16 2.58 -2.68
C46 -3.46 1.22 4.00
C47 -0.22 1.88 4.73
C48 -1.57 -3.12 -1.07
C49 -2.73 0.09 3.63
C50 -3.81 -1.10 1.73
C51 -2.16 3.90 -2.45
C52 2.27 -0.55 2.02
C53 4.72 -4.91 -0.59
C54 -5.08 -2.10 -0.07
C55 2.46 2.02 0.75
C56 1.67 6.27 1.11
C57 -2.57 -0.35 2.20
C58 -2.42 -0.44 5.97
C59 3.10 -2.66 -0.95
C60 -0.53 4.48 -4.12
C61 -3.13 0.69 6.33
H1 -3.86 1.87 3.24
H2 3.29 1.75 -1.66
H3 -4.18 2.41 5.62
H4 5.31 -5.79 -0.43
H5 -1.88 -1.44 -5.00
H6 -3.28 -1.01 -0.35
H7 -2.47 0.06 -4.25
H8 3.22 7.12 -1.75
H9 1.18 3.20 -4.24
H10 6.36 -3.61 -0.95
H11 -0.18 1.58 5.77
H12 -1.66 -1.61 4.35
H13 -0.19 5.11 -4.92
H14 1.06 -2.21 1.38
H15 2.37 -1.10 -7.05
H16 3.26 4.73 -2.01
H17 -0.47 0.86 -4.53
H18 1.44 -4.00 -0.69
H19 -3.10 4.09 -1.96
H20 -2.19 -6.45 -1.13
H21 0.11 -0.16 -6.70
H22 4.03 -1.00 -5.23
H23 -6.64 -2.58 2.88
H24 4.34 -3.19 3.95
H25 1.26 4.30 1.76
H26 1.23 6.70 2.00
H27 -3.31 0.92 7.37
H28 2.56 2.60 1.68
H29 4.94 -1.58 -1.17
H30 3.66 0.87 2.84
H31 -6.90 -3.09 0.48
H32 -1.72 2.18 -1.26
H33 -3.08 -5.85 -3.37
H34 2.18 8.17 0.24
H35 4.96 -0.80 4.07
H36 -4.70 -1.31 3.68
H37 -2.33 5.58 -3.78
H38 -3.50 -1.38 -4.30
H39 -0.46 2.85 1.02
H40 -1.24 -4.71 0.32
H41 -1.62 4.20 2.71
H42 -2.95 -3.55 -4.17
H43 3.42 1.52 0.54
H44 -2.02 -1.10 6.72
H45 -5.18 -2.31 -1.12
H46 -1.49 -1.81 1.42
H47 0.95 0.22 4.08
H48 3.45 0.02 -3.07
H49 2.39 3.10 -2.41
H50 -1.46 3.59 5.10
H51 2.38 -3.89 2.62

Atomic partial charges in e from the Mulliken method, atoms 1 to 6: number 1, Ti, carries -1.85; number 2, P, carries 4.17; number 3, P, carries 3.69; number 4, O, carries 0.68; number 5, O, carries -0.70; number 6, O, carries -0.74

Entry 4:
The following is a DFT calculation (ωB97M-V/def2-TZVPD) of a 7-piece molecular cluster, C5H26N2O6 overall.

## Properties
**M**: 210.27 g mol⁻¹
**SMILES string**: CNC[C@H](C)NC.O.O.O.O.O.O
**Charge**: 0
**ΔE to the lowest compared entry with this formula, charge and spin**: 0.0 kcal/mol
**Maximum force**: 0.8 eV/A
**Kohn-Sham gap**: 9.45 eV

Geometry (Å):
O1 0.06 -2.98 2.74
O2 -0.83 -2.73 0.17
O3 0.24 1.59 -3.02
O4 1.15 -1.03 -2.64
O5 2.10 3.14 -1.51
O6 -2.63 -2.36 2.28
N1 -0.96 0.22 -0.79
N2 1.88 0.67 -0.22
C1 -0.50 1.10 0.29
C2 -1.47 1.22 1.47
C3 0.85 0.58 0.80
C4 3.16 0.16 0.26
C5 -2.24 0.60 -1.36
H1 -0.35 2.08 -0.16
H2 -3.08 0.48 -0.67
H3 -2.22 1.64 -1.68
H4 -0.60 -3.43 -0.46
H5 1.81 3.83 -0.90
H6 0.95 2.18 -2.66
H7 3.53 0.80 1.06
H8 0.54 -2.28 3.19
H9 2.19 2.33 -0.96
H10 -0.29 -2.87 0.98
H11 1.17 1.18 1.66
H12 -0.22 1.27 -2.21
H13 1.60 0.16 -1.06
H14 3.09 -0.88 0.62
H15 -2.22 -2.27 1.40
H16 0.70 -0.45 1.17
H17 -3.25 -3.10 2.25
H18 -0.88 -2.77 2.93
H19 -2.43 1.64 1.17
H20 -1.04 1.86 2.24
H21 0.37 -1.11 -2.06
H22 0.99 -0.14 -3.02
H23 -2.45 -0.02 -2.23
H24 -1.65 0.26 1.95
H25 3.88 0.17 -0.56
H26 -0.98 -0.76 -0.49

Atomic partial charges in e from the Mulliken method, atoms 1 to 6: number 1, O, carries -0.74; number 2, O, carries -0.68; number 3, O, carries -0.86; number 4, O, carries -0.79; number 5, O, carries -0.78; number 6, O, carries -0.67

Entry 5:
The following is a DFT calculation (ωB97M-V/def2-TZVPD) of a 5-piece molecular cluster, C4H18N8O5 overall.

## Properties
**M**: 258.24 g mol⁻¹
**SMILES string**: NC(N)=O.NC(N)=O.NC(N)=O.NC(N)=O.O
**Charge**: 0
**ΔE to the lowest compared entry with this formula, charge and spin**: 6.3 kcal/mol
**Maximum force**: 1.2 eV/A
**Kohn-Sham gap**: 9.09 eV

Geometry (Å):
O1 -16.18 -11.94 0.46
O2 -14.78 -9.70 -0.46
O3 -17.52 -12.01 -3.99
O4 -17.80 -10.23 5.12
O5 -17.07 -16.52 0.49
N1 -18.66 -12.02 4.02
N2 -17.66 -13.68 0.16
N3 -19.67 -12.33 -4.64
N4 -18.07 -18.52 0.75
N5 -16.42 -18.27 -0.82
N6 -18.93 -13.12 -2.60
N7 -17.17 -10.62 2.97
N8 -15.47 -14.03 -0.19
C1 -18.63 -12.43 -3.73
C2 -17.17 -17.70 0.17
C3 -16.42 -13.11 0.17
C4 -17.86 -10.91 4.11
H1 -16.78 -9.69 2.91
H2 -15.63 -17.77 -1.20
H3 -18.15 -13.32 -2.00
H4 -18.53 -13.24 0.37
H5 -15.33 -10.49 -0.43
H6 -20.53 -12.82 -4.53
H7 -14.51 -13.77 -0.08
H8 -19.86 -13.29 -2.27
H9 -19.45 -11.93 -5.54
H10 -18.86 -12.44 3.14
H11 -19.18 -12.21 4.86
H12 -15.76 -15.00 -0.07
H13 -18.22 -19.49 0.58
H14 -15.25 -9.08 -1.03
H15 -17.65 -14.65 -0.09
H16 -16.91 -11.28 2.25
H17 -18.66 -18.09 1.45
H18 -16.34 -19.28 -0.78

Atomic partial charges in e from the Mulliken method, atoms 1 to 6: number 1, O, carries -0.84; number 2, O, carries -0.65; number 3, O, carries -0.61; number 4, O, carries -0.64; number 5, O, carries -0.70; number 6, N, carries -0.35

Entry 6:
The following is a DFT calculation (ωB97M-V/def2-TZVPD) of a 2-piece molecular cluster, C27H25N3O2 overall.

## Properties
**M**: 423.52 g mol⁻¹
**Charge**: 0
**ΔE to the lowest compared entry with this formula, charge and spin**: 146.3 kcal/mol
**Maximum force**: 2.8 eV/A
**Kohn-Sham gap**: 2.83 eV

Geometry (Å):
O1 0.76 -2.58 3.21
O2 -1.29 -2.68 2.46
N1 0.82 3.04 -1.05
N2 -0.38 -2.08 3.07
N3 -2.69 -2.15 -3.08
C1 1.50 4.22 -0.52
C2 1.68 -0.22 4.03
C3 -0.06 1.08 5.06
C4 -1.86 -4.57 -2.84
C5 -2.32 -0.97 -2.49
C6 -0.38 0.99 -3.74
C7 -1.31 -1.22 -1.54
C8 0.46 2.99 -4.78
C9 2.63 0.56 4.63
C10 -0.11 -4.79 -1.20
C11 -1.10 -2.65 -1.55
C12 -0.94 -5.34 -2.17
C13 -0.12 1.72 -4.87
C14 -3.70 -2.30 -4.12
C15 -0.07 1.53 -2.48
C16 0.42 1.96 -0.30
C17 -1.94 -3.20 -2.53
C18 0.90 1.84 5.69
C19 -0.16 1.00 -1.14
C20 0.31 0.01 4.23
C21 0.79 3.53 -3.56
C22 -0.58 -0.30 -0.75
C23 3.30 2.41 6.16
C24 0.54 2.80 -2.40
C25 2.26 1.60 5.48
C26 -0.18 -3.45 -0.87
C27 -0.66 -0.81 3.63
H1 -4.67 -1.97 -3.75
H2 -0.84 -6.38 -2.42
H3 3.68 0.38 4.46
H4 1.77 4.91 -1.32
H5 -0.20 -0.66 0.19
H6 1.25 4.50 -3.49
H7 3.88 2.98 5.43
H8 -3.44 -1.68 -4.98
H9 2.41 3.93 0.00
H10 -2.75 -0.02 -2.74
H11 0.46 -3.02 -0.12
H12 1.99 -1.04 3.40
H13 -0.79 0.00 -3.81
H14 0.65 3.55 -5.68
H15 -0.35 1.31 -5.84
H16 0.54 1.89 0.76
H17 0.63 -5.41 -0.71
H18 3.99 1.79 6.73
H19 0.61 2.62 6.37
H20 -3.78 -3.33 -4.44
H21 2.85 3.13 6.85
H22 -2.49 -4.98 -3.60
H23 -1.68 -0.49 3.61
H24 0.86 4.75 0.19
H25 -1.10 1.28 5.24

Atomic partial charges in e from the Mulliken method, atoms 1 to 6: number 1, O, carries -0.73; number 2, O, carries -0.74; number 3, N, carries 0.16; number 4, N, carries 0.98; number 5, N, carries 0.26; number 6, C, carries -0.93

Calculated values (eV) of calculated total energy for the records, taken in order: -78631.225 -6897.651 -127188.717 -20873.016 -26602.539 -36964.788.